{
  "formula": "C5H14",
  "method": "ωB97M-V/def2-TZVPD",
  "species": ["C", "C", "C", "H", "H", "H", "H", "H", "H", "H", "H", "C", "C", "H", "H", "H", "H", "H", "H"],
  "coordinates": [[-1.14638, -0.44331, 2.23970], [-0.70232, -1.42798, 1.16469], [-1.28780, -1.33466, -0.28092], [-2.22986, -0.52984, 2.45334], [-0.95273, 0.56338, 1.95488], [-0.71505, -0.71305, 3.24015], [0.28953, -1.44284, 1.01560], [-0.78947, -2.47462, 1.55465], [-1.19299, -0.45466, -0.83762], [-0.93274, -2.20725, -0.84200], [-2.36826, -1.29590, -0.45570], [1.12647, 0.91070, -0.97649], [1.80949, 1.94365, -1.80181], [1.59445, -0.00808, -0.87134], [1.09269, 1.24203, 0.09335], [0.10963, 0.67692, -1.41028], [2.89305, 2.26154, -1.48580], [1.49454, 2.97600, -1.79590], [1.90776, 1.75797, -2.95852]],
  "nbo_charge": [-0.609, -0.393, -0.622, 0.204, 0.204, 0.210, 0.193, 0.195, 0.205, 0.209, 0.204, -0.618, -0.626, 0.209, 0.207, 0.207, 0.202, 0.214, 0.203],
  "charge": 0,
  "de_lowest_kj_mol": 144.3,
  "spin_multiplicity": 1
}

=====

{
  "formula": "C5H14",
  "method": "ωB97M-V/def2-TZVPD",
  "species": ["C", "C", "C", "H", "H", "H", "H", "H", "H", "H", "H", "C", "C", "H", "H", "H", "H", "H", "H"],
  "coordinates": [[-1.11050, -0.12509, -1.74167], [-0.54267, -0.97153, -0.59497], [-0.68706, -2.46994, -0.82194], [-0.33411, 0.48635, -2.22017], [-1.56634, -0.72432, -2.52424], [-1.83708, 0.59724, -1.37172], [-1.03067, -0.66007, 0.33191], [0.49823, -0.71399, -0.40230], [-1.72884, -2.76090, -0.95406], [-0.35866, -3.00385, 0.08197], [-0.03236, -2.82185, -1.61683], [1.56127, 1.28976, 1.96794], [0.61387, 2.02445, 1.00859], [2.56310, 1.71441, 1.94872], [1.17892, 1.25602, 2.98314], [1.67966, 0.25335, 1.64565], [1.19583, 2.63171, 0.31239], [-0.08113, 2.68583, 1.52226], [0.01853, 1.31241, 0.44534]],
  "nbo_charge": [-0.620, -0.407, -0.604, 0.208, 0.207, 0.209, 0.196, 0.197, 0.204, 0.205, 0.205, -0.612, -0.613, 0.205, 0.205, 0.201, 0.204, 0.204, 0.205],
  "charge": 0,
  "de_lowest_kj_mol": 27.0,
  "spin_multiplicity": 1
}

=====

{
  "formula": "C5H14",
  "method": "ωB97M-V/def2-TZVPD",
  "species": ["C", "C", "C", "H", "H", "H", "H", "H", "H", "H", "H", "C", "C", "H", "H", "H", "H", "H", "H"],
  "coordinates": [[-0.48772, 2.45430, 0.52659], [-0.34917, 0.98836, 1.09392], [1.15688, 0.85499, 1.69280], [0.11369, 3.10603, 1.13867], [-0.00740, 2.53633, -0.49547], [-1.46950, 2.74672, 0.24236], [-1.20951, 0.93336, 1.77692], [-0.35406, 0.22469, 0.21979], [1.50808, 1.74866, 2.28243], [1.24495, 0.07835, 2.44250], [1.85774, 0.56921, 0.86497], [0.47506, -2.26203, -1.29940], [-0.92061, -1.95177, -1.86135], [1.08904, -1.35323, -1.02886], [0.46458, -2.71292, -0.30569], [1.31500, -2.81884, -1.85548], [-1.14622, -2.67230, -2.63266], [-0.81130, -0.96218, -2.32587], [-1.84164, -1.92691, -1.23893]],
  "nbo_charge": [-0.618, -0.404, -0.621, 0.207, 0.195, 0.211, 0.207, 0.205, 0.202, 0.209, 0.209, -0.637, -0.631, 0.200, 0.210, 0.220, 0.211, 0.208, 0.220],
  "charge": 0,
  "de_lowest_kj_mol": 126.3,
  "spin_multiplicity": 1
}

=====

{
  "formula": "C5H14",
  "method": "ωB97M-V/def2-TZVPD",
  "species": ["C", "C", "C", "H", "H", "H", "H", "H", "H", "H", "H", "C", "C", "H", "H", "H", "H", "H", "H"],
  "coordinates": [[0.67406, -1.55544, 1.14441], [-0.77147, -1.97997, 1.43898], [-1.69519, -0.76293, 1.40397], [1.00978, -1.88645, 0.17057], [1.26292, -1.88801, 2.00769], [0.80375, -0.48453, 1.32882], [-1.08864, -2.92193, 0.99114], [-0.90493, -2.36692, 2.47181], [-1.54764, -0.29887, 0.42035], [-2.76884, -0.93722, 1.49058], [-1.37646, -0.07443, 2.16810], [0.17055, 2.12791, -1.57035], [1.41684, 1.60467, -2.30389], [-0.72581, 1.50576, -1.63338], [0.15840, 2.12019, -0.47295], [-0.09716, 3.10408, -1.96477], [2.19586, 1.62870, -1.52788], [1.78191, 2.46524, -2.86579], [1.50207, 0.60015, -2.69740]],
  "nbo_charge": [-0.626, -0.411, -0.600, 0.216, 0.215, 0.206, 0.209, 0.188, 0.194, 0.209, 0.201, -0.624, -0.639, 0.207, 0.208, 0.207, 0.206, 0.215, 0.221],
  "charge": 0,
  "de_lowest_kj_mol": 114.6,
  "spin_multiplicity": 1
}

=====

{
  "formula": "C5H14",
  "method": "ωB97M-V/def2-TZVPD",
  "species": ["C", "C", "C", "H", "H", "H", "H", "H", "H", "H", "H", "C", "C", "H", "H", "H", "H", "H", "H"],
  "coordinates": [[-0.02737, 0.17268, -2.30127], [0.63252, 0.22186, -0.95225], [2.13957, 0.37147, -1.18817], [-0.29948, -0.84624, -2.67476], [0.51226, 0.59467, -3.11676], [-1.03843, 0.55360, -2.32662], [0.35636, 1.02920, -0.21810], [0.43776, -0.69506, -0.31757], [2.31132, 1.39257, -1.67913], [2.61145, 0.51297, -0.17065], [2.57730, -0.50585, -1.70995], [-1.29523, -1.10348, 1.76152], [-1.34292, 0.33938, 2.57035], [-1.89112, -1.85596, 2.19601], [-1.77575, -0.93266, 0.75651], [-0.29810, -1.36412, 1.53468], [-0.72875, 1.13079, 2.19702], [-1.04355, 0.27217, 3.56352], [-2.37071, 0.70247, 2.62476]],
  "nbo_charge": [-0.631, -0.413, -0.605, 0.210, 0.209, 0.213, 0.201, 0.201, 0.202, 0.202, 0.209, -0.602, -0.606, 0.207, 0.199, 0.201, 0.203, 0.198, 0.201],
  "charge": 0,
  "de_lowest_kj_mol": 97.6,
  "spin_multiplicity": 1
}

=====

{
  "formula": "C5H14",
  "method": "ωB97M-V/def2-TZVPD",
  "species": ["C", "C", "C", "H", "H", "H", "H", "H", "H", "H", "H", "C", "C", "H", "H", "H", "H", "H", "H"],
  "coordinates": [[2.57374, 1.04059, 1.77042], [1.95547, -0.00196, 0.86011], [0.53295, 0.53440, 0.44245], [3.64061, 1.12014, 1.71103], [2.42876, 2.18127, 1.67396], [2.12140, 0.82876, 2.74481], [1.69506, -1.01187, 1.25148], [2.71427, -0.26345, 0.15732], [-0.01090, -0.05733, -0.18182], [0.69715, 1.46428, -0.10009], [-0.00743, 0.89322, 1.30732], [-2.28993, -0.91800, -2.27238], [-2.54970, -0.66479, -0.77570], [-1.23118, -0.71105, -2.60313], [-2.45667, -2.03345, -2.55041], [-3.05974, -0.47015, -2.83991], [-2.10784, -1.36716, 0.01228], [-2.15542, 0.20443, -0.33018], [-3.60326, -0.71919, -0.40206]],
  "nbo_charge": [-0.633, -0.410, -0.597, 0.213, 0.210, 0.210, 0.200, 0.203, 0.202, 0.197, 0.203, -0.620, -0.634, 0.215, 0.204, 0.212, 0.204, 0.210, 0.210],
  "charge": 0,
  "de_lowest_kj_mol": 157.1,
  "spin_multiplicity": 1
}

=====

{
  "formula": "C5H14",
  "method": "ωB97M-V/def2-TZVPD",
  "species": ["C", "C", "C", "H", "H", "H", "H", "H", "H", "H", "H", "C", "C", "H", "H", "H", "H", "H", "H"],
  "coordinates": [[-1.24807, 1.71075, -0.01840], [-1.42662, 1.01414, 1.34107], [-1.34682, -0.53724, 1.21792], [-1.16814, 0.94561, -0.80711], [-2.20324, 2.12593, -0.34450], [-0.37776, 2.35775, -0.08249], [-0.65848, 1.27031, 2.06720], [-2.44234, 1.14718, 1.68422], [-0.33144, -0.91174, 1.18819], [-1.89482, -0.97803, 2.05525], [-1.85014, -0.85314, 0.29886], [2.23403, -0.65635, -0.40097], [1.55479, -1.18493, -1.70010], [2.91962, 0.14243, -0.67004], [1.44638, -0.01900, 0.01259], [2.60309, -1.46994, 0.20538], [1.97997, -0.72326, -2.58429], [0.47502, -1.12806, -1.61596], [1.73497, -2.25238, -1.84683]],
  "nbo_charge": [-0.627, -0.405, -0.598, 0.200, 0.214, 0.215, 0.203, 0.199, 0.202, 0.203, 0.194, -0.628, -0.613, 0.209, 0.207, 0.215, 0.207, 0.203, 0.200],
  "charge": 0,
  "de_lowest_kj_mol": 76.8,
  "spin_multiplicity": 1
}

=====

{
  "formula": "C5H14",
  "method": "ωB97M-V/def2-TZVPD",
  "species": ["C", "C", "C", "H", "H", "H", "H", "H", "H", "H", "H", "C", "C", "H", "H", "H", "H", "H", "H"],
  "coordinates": [[0.48878, 2.19956, -1.30771], [0.00192, 2.62508, 0.07365], [0.02398, 1.50165, 1.09632], [0.03373, 2.77334, -2.10401], [1.57223, 2.25943, -1.38954], [0.24027, 1.16071, -1.50320], [-0.99467, 3.07500, 0.02819], [0.63671, 3.43402, 0.44126], [0.46581, 1.74326, 2.06911], [0.60663, 0.62332, 0.78057], [-0.95876, 1.08887, 1.34137], [0.09445, -2.27401, -0.34465], [-0.63359, -3.36193, 0.41711], [-0.31720, -1.28036, -0.13054], [1.11323, -2.19153, 0.04085], [0.13341, -2.37971, -1.43066], [-0.91516, -3.01846, 1.41928], [-1.56271, -3.70516, -0.05134], [-0.02902, -4.27309, 0.55395]],
  "nbo_charge": [-0.603, -0.410, -0.617, 0.208, 0.205, 0.200, 0.200, 0.199, 0.209, 0.203, 0.207, -0.613, -0.610, 0.204, 0.203, 0.207, 0.204, 0.203, 0.203],
  "charge": 0,
  "de_lowest_kj_mol": 28.1,
  "spin_multiplicity": 1
}

=====

| no. | E (a.u.) | HOMO energy (eV) |
| --- | --- | --- |
| 1 | -198.8342 | -10.9 |
| 2 | -198.8789 | -11.3 |
| 3 | -198.8411 | -11.3 |
| 4 | -198.8455 | -10.8 |
| 5 | -198.8520 | -10.9 |
| 6 | -198.8293 | -10.5 |
| 7 | -198.8599 | -11.1 |
| 8 | -198.8785 | -11.3 |